{"formula": "C3Cl2F2", "method": "the ωB97M-V functional and the def2-TZVPD basis", "species": ["C", "C", "C", "F", "F", "Cl", "Cl"], "positions_angstrom": [[-1.1228, 0.4807, 0.8235], [1.1060, 0.5652, -0.9090], [0.0276, -0.1960, -0.0123], [0.5733, -1.0008, 0.9703], [-0.5184, -1.0554, -0.9154], [-2.4396, 0.9789, 0.0120], [2.3854, 0.8882, -0.0106]], "forces_ev_per_angstrom": [[1.64, 0.25, 0.54], [-2.63, -0.44, 0.10], [-0.49, -0.32, -0.06], [0.33, 0.29, -0.62], [-0.27, -0.33, -0.15], [-0.38, 0.06, -0.95], [1.80, 0.49, 1.15]], "nbo_charge": [-0.03, -0.05, 0.38, -0.33, -0.33, 0.17, 0.19], "spin_multiplicity": 1, "relative_energy_kj_mol": 471.4, "charge": 0, "energy_ha": -1234.17071, "mol_weight_g_mol": 144.94, "lumo_ha": [-0.072, -0.071], "gap_ha": [0.274, 0.273], "homo_ev": [-9.4, -9.4]}